# C93H208N12O25

A cluster of 14 separate species, C93H208N12O25 in total in a non-equilibrium geometry (wB97M-V/def2-TZVPD, the Open Molecules 2025 dataset).

XYZ file:
```
338
C93H208N12O25 | the Open Molecules 2025 dataset | wB97M-V/def2-TZVPD
C -2.09331 0.29482 7.58696
C -0.73779 -0.13933 7.40978
O -0.28243 0.70286 6.35892
C -1.23131 1.61337 6.04936
O -1.11282 2.55057 5.23921
O -2.22354 1.48683 6.87368
H -2.15565 0.44284 8.66506
H -2.82886 -0.38040 7.14975
H -0.89305 -1.18376 7.13930
H -0.08367 0.12946 8.23923
C 2.29982 -4.70329 -3.67528
C 2.63672 -6.11440 -4.31838
O 3.06324 -6.83601 -3.20543
C 2.73542 -6.17241 -2.05733
O 2.76744 -6.59205 -0.83982
O 2.10286 -5.05785 -2.36598
H 1.42239 -4.22808 -4.11390
H 3.15473 -4.02774 -3.64564
H 3.43022 -5.90344 -5.03528
H 1.66647 -6.51858 -4.60710
C 2.79830 4.42401 3.81952
C 2.15439 5.64398 3.19359
C 2.43418 5.47211 1.68088
C 1.49092 6.29467 0.79241
C 0.05272 6.09187 1.14191
C -0.19777 6.39310 2.58814
N 0.68740 5.57327 3.50203
O 0.28197 5.53784 4.80501
C -0.20103 7.94142 2.88920
C -1.71898 5.99078 2.76107
C 2.83659 6.90623 3.81101
H 2.70692 4.49443 4.90340
H 3.85023 4.40234 3.53479
H 2.49157 3.43211 3.48763
H 3.39169 5.93399 1.44018
H 2.39281 4.44037 1.33174
H 1.62700 5.92992 -0.22569
H 1.68921 7.35388 0.95633
H -0.25181 5.10743 0.78661
H -0.52086 6.76148 0.50103
H -1.07778 8.47688 2.52494
H -0.16064 8.10437 3.96619
H 0.69485 8.40830 2.47988
H -2.03322 4.95231 2.65652
H -1.96231 6.23623 3.79482
H -2.49033 6.66424 2.38748
H 2.70417 7.07278 4.88004
H 2.65592 7.87061 3.33622
H 3.89449 6.64409 3.82610
H -0.10515 4.67999 4.99430
C -1.28348 -3.25151 -7.27318
C -1.57323 -1.84105 -6.77550
C -2.38960 -1.95567 -5.56978
C -2.35292 -0.67150 -4.70410
C -0.93129 -0.27926 -4.48483
C -0.09760 0.00301 -5.66854
N -0.19905 -1.19875 -6.45654
O 0.72592 -1.34292 -7.43893
C -0.31389 1.29163 -6.42384
C 1.32016 0.17384 -5.00839
C -2.29299 -0.96829 -7.83089
H -0.56599 -3.35853 -8.08673
H -2.21540 -3.72990 -7.57445
H -0.85515 -3.88881 -6.49957
H -3.46164 -1.98362 -5.76486
H -2.09749 -2.82804 -4.98520
H -2.71306 -0.92934 -3.70815
H -3.02732 0.10553 -5.06398
H -0.48445 -0.92411 -3.72811
H -1.01585 0.70683 -4.02813
H -0.09676 1.13328 -7.48019
H -1.25675 1.74713 -6.12112
H 0.24201 2.15733 -6.06377
H 1.35363 0.86328 -4.16480
H 1.65673 -0.70133 -4.45259
H 2.01983 0.58928 -5.73362
H -1.70403 -1.02842 -8.74610
H -2.37858 0.08383 -7.55918
H -3.26262 -1.40182 -8.07579
H 1.53829 -1.54779 -6.97023
C -4.72354 2.76982 2.59310
C -5.75522 3.05933 1.48583
C -6.05779 1.69102 0.86151
C -7.20253 1.76317 -0.21426
C -8.39105 2.46567 0.52118
C -8.15255 3.80576 1.11606
N -6.99271 3.70997 2.01912
O -6.81168 4.79302 2.87096
C -8.02239 4.89201 -0.01225
C -9.44859 4.20414 2.07545
C -4.98326 3.92050 0.50942
H -4.32611 3.66832 3.06517
H -3.83106 2.23193 2.27333
H -5.17303 2.20470 3.40961
H -5.25619 1.16595 0.34205
H -6.49753 1.08608 1.65447
H -7.43389 0.72487 -0.45200
H -6.89125 2.37173 -1.06329
H -8.78923 1.71702 1.20607
H -9.11967 2.63374 -0.27189
H -8.98837 5.39686 -0.02309
H -7.52810 5.76601 0.41189
H -7.60969 4.69124 -1.00092
H -9.37535 5.12945 2.64688
H -10.40100 4.20870 1.54536
H -9.42420 3.52609 2.92853
H -4.43710 4.75858 0.94235
H -5.48282 4.35666 -0.35563
H -4.25763 3.30196 -0.01875
H -6.70065 4.43206 3.75355
C -0.16695 1.84913 -0.93363
C 0.66349 1.02550 0.02653
C 0.89468 1.90537 1.32665
C -0.31080 1.92642 2.28129
C -0.81552 0.52464 2.53053
C -1.19184 -0.27346 1.25040
N -0.03642 -0.22922 0.31748
O -0.19476 -1.10026 -0.78207
C -1.38443 -1.75015 1.73489
C -2.45361 0.36568 0.56040
C 2.03740 0.79725 -0.48187
H -1.12100 1.49399 -1.32319
H 0.25163 2.16377 -1.88961
H -0.21434 2.89734 -0.63848
H 1.61296 1.29099 1.86954
H 1.18264 2.94681 1.18320
H -1.06577 2.66544 2.01301
H 0.19002 2.21616 3.20506
H -1.70084 0.67801 3.14761
H -0.08051 -0.02862 3.11513
H -0.41707 -2.23622 1.86159
H -1.90969 -1.71515 2.68934
H -1.88313 -2.34932 0.97306
H -2.46302 -0.09430 -0.42774
H -3.31762 0.02292 1.12971
H -2.38273 1.45332 0.54914
H 2.59009 1.66518 -0.84149
H 2.03772 0.06312 -1.28757
H 2.71526 0.46542 0.30457
H 0.52817 -1.67459 -0.51916
C 2.55934 2.84612 -7.74234
C 4.03366 3.22336 -8.05537
C 4.15272 4.68388 -8.67852
C 4.04278 5.77378 -7.75714
C 5.18285 5.59050 -6.69149
C 5.05641 4.23527 -5.81723
N 4.86213 3.14472 -6.82532
O 4.94088 1.81388 -6.31503
C 6.37612 4.11625 -5.04975
C 3.91335 4.25231 -4.78810
C 4.70578 2.19243 -9.04899
H 2.13505 3.38295 -6.89388
H 2.52363 1.77897 -7.52321
H 2.02060 3.04786 -8.66817
H 5.16292 4.63112 -9.08447
H 3.42019 4.92284 -9.44950
H 3.03634 5.75411 -7.33907
H 4.11491 6.73263 -8.27046
H 5.10108 6.50739 -6.10777
H 6.06878 5.61489 -7.32602
H 6.58136 4.94572 -4.37303
H 6.43266 3.14814 -4.55209
H 7.16104 3.99580 -5.79641
H 4.08226 4.94516 -3.96376
H 3.03774 4.65155 -5.29996
H 3.48814 3.28983 -4.50364
H 4.57947 1.15056 -8.75465
H 5.76711 2.30200 -9.27189
H 4.41194 2.47220 -10.06067
H 4.15861 1.80713 -5.75860
C -6.29802 -7.11066 -6.60649
O -6.85692 -6.15426 -5.63409
C -5.79222 -5.36379 -5.02059
C -5.32332 -6.02533 -3.68770
N -4.24430 -5.51626 -2.83971
C -2.89385 -5.56127 -3.54292
C -1.82292 -4.84769 -2.58563
O -1.17146 -5.58937 -1.58882
C -1.94845 -6.43460 -0.69331
H -5.21654 -7.06870 -6.73587
H -6.81140 -6.74111 -7.49418
H -6.60113 -8.09367 -6.24607
H -6.27157 -4.44902 -4.67199
H -5.01239 -5.10557 -5.73702
H -4.93391 -6.98269 -4.03399
H -6.13649 -6.17541 -2.97753
H -4.40828 -4.63277 -2.37856
H -2.88992 -5.07436 -4.51811
H -2.61403 -6.60302 -3.69961
H -2.29632 -3.92496 -2.25013
H -1.04609 -4.48746 -3.26006
H -2.84198 -6.88433 -1.12627
H -2.23953 -6.03388 0.27766
H -1.28829 -7.30172 -0.67326
C 2.12440 -4.20992 5.79094
O 1.22313 -4.88535 6.67503
C 0.66200 -6.12362 6.14725
C -0.42325 -6.50434 7.06863
N 0.23991 -7.15204 8.16389
C -0.67227 -7.26650 9.32486
C -0.86871 -5.97182 10.07727
O 0.33078 -5.53310 10.82871
C 0.21821 -4.50304 11.71857
H 3.18031 -4.46805 5.87177
H 2.21792 -3.13096 5.91419
H 1.77137 -4.31197 4.76475
H 1.34715 -6.92995 5.88547
H 0.20481 -5.91120 5.18083
H -1.11759 -7.15386 6.53561
H -1.02239 -5.60025 7.17703
H 0.94889 -6.47042 8.39379
H -0.01656 -7.80436 10.00960
H -1.67820 -7.63371 9.12143
H -1.56975 -6.20442 10.87886
H -1.32649 -5.23372 9.41868
H -0.36590 -3.66646 11.33509
H 1.20738 -4.15490 12.01596
H -0.47038 -4.83914 12.49381
C 9.17673 -9.96777 -0.56951
O 8.26455 -9.20800 0.15654
C 6.89429 -9.65091 0.02587
C 5.91657 -8.79440 0.82996
N 5.99453 -7.23340 0.68622
C 5.04998 -6.38606 1.55643
C 5.14343 -4.86574 1.32246
O 4.11965 -4.32865 2.15997
C 2.73506 -4.29840 1.75412
H 10.12961 -9.68306 -0.12334
H 9.07864 -9.80487 -1.64279
H 9.05497 -11.04036 -0.41845
H 6.76333 -10.67961 0.36162
H 6.64920 -9.74060 -1.03242
H 6.17177 -8.82320 1.88927
H 4.88258 -9.13850 0.85343
H 5.89494 -7.05051 -0.30207
H 5.18861 -6.55803 2.62381
H 4.03857 -6.75558 1.38733
H 4.89407 -4.68993 0.27603
H 6.07972 -4.33981 1.50919
H 2.13456 -3.82382 2.53018
H 2.21589 -5.21685 1.48023
H 2.62287 -3.62250 0.90637
C -6.70735 -3.41946 6.41684
O -6.53344 -3.37279 4.92501
C -6.27798 -2.05081 4.39359
C -5.92831 -2.15374 2.87909
N -4.70760 -2.79982 2.53022
C -4.85464 -3.49583 1.22276
C -5.34347 -2.66019 -0.01930
O -4.86731 -3.13481 -1.25874
C -4.59207 -2.23401 -2.29097
H -7.23489 -2.58174 6.87293
H -5.84255 -3.71796 7.00940
H -7.30201 -4.33243 6.38570
H -7.16191 -1.46569 4.64737
H -5.39012 -1.78177 4.96579
H -6.73889 -2.66481 2.35959
H -5.84614 -1.20223 2.35377
H -4.49894 -3.37730 3.33214
H -3.82580 -3.79246 1.01882
H -5.64390 -4.23621 1.35315
H -6.43096 -2.59839 -0.05993
H -4.93128 -1.68434 0.23744
H -5.45269 -2.12733 -2.95133
H -3.84706 -2.63796 -2.97646
H -4.15785 -1.32456 -1.87571
C 3.78545 -0.62207 2.84429
O 3.90352 -0.38934 4.28308
C 2.90655 0.48485 4.77760
C 3.21563 0.76099 6.27963
N 4.10640 1.92835 6.45797
C 5.44161 1.39546 6.21846
C 6.23961 2.65532 6.21936
O 5.73932 3.45452 5.17216
C 6.30733 4.76063 5.06153
H 4.36496 -1.52707 2.66200
H 4.16571 0.33492 2.48697
H 2.71549 -0.74200 2.67428
H 1.98151 -0.08591 4.69610
H 2.83399 1.37053 4.14639
H 3.71068 -0.06799 6.78541
H 2.23248 0.83683 6.74414
H 4.22937 2.53043 5.65642
H 5.66383 0.98187 5.23476
H 5.77592 0.60429 6.88956
H 7.28636 2.39194 6.06759
H 5.99486 3.19489 7.13427
H 5.65834 5.37332 4.43581
H 7.22987 4.70054 4.48411
H 6.44253 5.32000 5.98724
C 5.89308 1.37423 -1.82927
O 5.26746 2.45102 -1.14723
C 5.99010 3.72909 -1.25661
C 6.13147 4.57422 0.02372
N 6.95640 3.83237 0.99674
C 6.27560 2.84403 1.82831
C 7.28308 1.84019 2.38868
O 7.86110 1.17363 1.31555
C 9.07912 0.54820 1.61787
H 6.94449 1.63398 -1.95247
H 5.49476 1.10519 -2.80756
H 5.83568 0.55941 -1.10755
H 5.40347 4.33924 -1.94340
H 6.95544 3.71207 -1.76251
H 5.15245 4.92856 0.34632
H 6.69138 5.48825 -0.17416
H 7.56483 3.21608 0.47703
H 5.52213 2.36235 1.20512
H 5.72841 3.37631 2.60635
H 6.67891 1.24097 3.06986
H 8.00492 2.46799 2.91111
H 8.84520 -0.21631 2.35875
H 9.64767 1.35603 2.07858
H 9.58936 0.12678 0.75174
C -1.00569 4.70591 -3.13278
O -1.73689 4.52847 -4.30809
C -3.14976 4.17648 -4.22845
C -3.62008 2.94921 -3.34303
N -5.10043 2.95800 -3.25938
C -5.74298 2.80687 -4.61007
C -7.26893 2.51095 -4.55084
O -7.89218 2.52677 -5.77954
C -9.26988 2.38893 -5.84127
H -1.28735 5.62645 -2.62153
H 0.06764 4.68336 -3.32133
H -1.20000 3.86434 -2.46787
H -3.39620 4.13836 -5.28954
H -3.72290 5.01451 -3.83183
H -3.19337 3.03717 -2.34389
H -3.34388 2.00926 -3.82084
H -5.58853 3.38428 -2.48469
H -5.41669 1.97998 -5.24085
H -5.48309 3.65038 -5.24963
H -7.81377 3.15851 -3.86388
H -7.35492 1.54632 -4.05065
H -9.61109 2.22505 -4.81910
H -9.65658 1.54054 -6.40590
H -9.78158 3.26532 -6.23900
```

For the frontier orbital gap, the calculation gives 7.65 eV. The spin multiplicity is 1. The calculation puts the total energy at -6205.25670 a.u. The calculation puts the largest force on an atom at 6.3 eV Å⁻¹.